ORCA calculation (the ωB97M-V functional and the def2-TZVPD basis) on a 7-piece molecular cluster, C18H48N2O7 overall.

```
75
Properties=species:S:1:pos:R:3
C -0.22 -2.55 -3.35
C 1.14 -2.56 -2.53
C 2.32 -2.41 -3.45
C 1.27 -1.43 -1.45
C 0.40 -1.64 -0.22
C 0.86 -3.01 0.34
C 0.61 -4.16 -0.58
C 1.33 -5.43 -0.06
C -0.82 -4.49 -0.79
N 1.35 -3.80 -1.81
O 1.62 -4.92 -2.65
H -0.36 -1.63 -3.94
H -0.21 -3.42 -4.04
H -1.11 -2.65 -2.74
H 2.55 -1.40 -3.70
H 3.18 -2.74 -2.95
H 2.21 -2.92 -4.41
H 2.34 -1.38 -1.18
H 1.11 -0.46 -1.99
H 0.58 -0.90 0.52
H -0.68 -1.56 -0.48
H 0.31 -3.21 1.28
H 1.88 -2.97 0.57
H 0.95 -5.56 0.98
H 2.42 -5.24 -0.09
H 1.07 -6.28 -0.74
H -1.44 -3.69 -1.13
H -1.27 -4.74 0.16
H -0.96 -5.39 -1.39
H 0.76 -5.17 -2.99
C -2.70 1.31 0.93
C -2.25 2.12 -0.34
C -1.82 1.15 -1.51
C -3.47 2.99 -0.99
C -3.55 4.37 -0.29
C -2.24 5.09 -0.22
C -1.14 4.31 0.52
C 0.20 5.01 0.21
C -1.26 4.26 2.04
N -1.05 2.97 -0.14
O 0.02 2.12 0.38
H -2.00 0.69 1.48
H -3.34 0.44 0.46
H -3.30 1.94 1.62
H -1.14 0.41 -1.00
H -1.26 1.74 -2.20
H -2.72 0.71 -1.98
H -3.29 3.08 -2.06
H -4.42 2.39 -0.75
H -3.98 4.17 0.70
H -4.30 5.04 -0.80
H -2.39 5.99 0.38
H -1.78 5.27 -1.19
H 0.13 6.10 0.33
H 1.04 4.60 0.74
H 0.34 4.89 -0.87
H -2.13 3.74 2.42
H -0.43 3.70 2.50
H -1.32 5.26 2.49
H -0.38 1.77 1.17
O 0.80 0.48 5.34
H 0.40 -0.35 5.10
H 1.53 0.20 5.90
O 2.77 1.00 0.15
H 1.89 1.41 0.17
H 3.47 1.68 0.07
O 1.01 -1.92 3.39
H 1.94 -2.21 3.34
H 1.00 -0.98 3.10
O 4.82 -0.56 2.36
H 4.40 0.11 1.80
H 5.00 -1.25 1.72
O 0.90 0.75 2.60
H 1.01 0.95 3.56
H 1.76 0.75 2.20
```

Values from the calculation:
SMILES string = CC1(C)CCCC(C)(C)N1O.CC1(C)CCCC(C)(C)N1O.O.O.O.O.O
orbital gap = 8.30 eV
relative energy (zero: lowest compared OMol25 entry of this formula, charge and spin) = 91.3 kJ/mol
charge = 0

Atomic partial charges in e from the Löwdin method, atoms 1 to 5: number 1, C, carries -0.009; number 2, C, carries -0.495; number 3, C, carries -0.049; number 4, C, carries -0.132; number 5, C, carries -0.151

---

ORCA calculation (the ωB97M-V functional and the def2-TZVPD basis) on a 6-piece molecular cluster, C18H48O18S6 overall.

```
90
Properties=species:S:1:pos:R:3
C 1.96 -4.69 2.97
C 3.32 -4.29 2.44
O 3.13 -3.91 1.05
S 4.42 -3.65 0.19
C 4.87 -5.29 -0.26
O 4.00 -2.96 -0.96
O 5.43 -3.08 1.03
H 2.09 -5.21 3.91
H 1.50 -5.38 2.27
H 1.29 -3.84 3.08
H 3.81 -3.48 2.96
H 3.98 -5.16 2.47
H 4.00 -5.69 -0.79
H 5.08 -5.86 0.64
H 5.71 -5.26 -0.95
C 0.48 -0.76 1.83
C 0.77 -1.37 0.49
O -0.28 -1.02 -0.46
S 0.15 -0.41 -1.85
C 0.44 1.26 -1.39
O 1.37 -1.00 -2.28
O -1.01 -0.47 -2.67
H 0.72 0.30 1.89
H 1.08 -1.28 2.58
H -0.56 -0.87 2.13
H 1.75 -1.07 0.11
H 0.81 -2.46 0.54
H -0.43 1.70 -0.93
H 0.78 1.80 -2.27
H 1.28 1.26 -0.69
C -2.86 1.13 1.05
C -3.19 -0.28 0.67
O -4.62 -0.43 0.74
S -5.24 -1.81 0.25
C -5.28 -2.72 1.76
O -6.57 -1.52 -0.14
O -4.32 -2.43 -0.64
H -1.78 1.25 1.14
H -3.29 1.43 2.01
H -3.15 1.83 0.26
H -2.80 -0.52 -0.32
H -2.67 -0.96 1.36
H -4.29 -3.08 2.01
H -6.02 -3.50 1.64
H -5.68 -2.05 2.52
C 2.51 2.44 3.45
C 1.08 2.89 3.55
O 0.48 2.17 4.66
S -1.03 2.43 4.97
C -0.97 3.92 5.92
O -1.74 2.69 3.75
O -1.47 1.40 5.84
H 3.00 2.51 4.42
H 3.07 3.02 2.73
H 2.57 1.40 3.12
H 1.02 3.96 3.78
H 0.54 2.68 2.64
H -2.01 4.17 6.12
H -0.56 4.73 5.32
H -0.41 3.72 6.82
C -1.90 -3.89 -5.83
C -1.31 -2.50 -5.84
O 0.00 -2.58 -6.45
S 0.65 -1.25 -7.00
C 1.16 -0.47 -5.50
O 1.80 -1.64 -7.74
O -0.37 -0.46 -7.62
H -1.33 -4.54 -5.18
H -2.02 -4.28 -6.84
H -2.90 -3.82 -5.39
H -1.93 -1.79 -6.39
H -1.22 -2.11 -4.82
H 1.91 0.28 -5.73
H 1.62 -1.26 -4.90
H 0.27 -0.10 -5.00
C -2.29 4.06 -1.05
C -0.91 4.70 -1.19
O -0.05 4.14 -0.18
S 1.51 4.39 -0.31
C 1.61 6.00 0.41
O 2.11 3.41 0.54
O 1.87 4.45 -1.69
H -2.65 4.10 -0.03
H -2.29 3.03 -1.42
H -2.98 4.64 -1.66
H -0.52 4.50 -2.18
H -0.99 5.78 -1.09
H 2.63 6.36 0.32
H 1.36 5.91 1.46
H 0.93 6.62 -0.17
```

Values from the calculation:
SMILES string = CCOS(C)(=O)=O.CCOS(C)(=O)=O.CCOS(C)(=O)=O.CCOS(C)(=O)=O.CCOS(C)(=O)=O.CCOS(C)(=O)=O
orbital gap = 10.55 eV
relative energy (zero: lowest compared OMol25 entry of this formula, charge and spin) = 19.1 kJ/mol
charge = 0

Atomic partial charges in e from the Löwdin method, atoms 1 to 5: number 1, C, carries -0.060; number 2, C, carries -0.251; number 3, O, carries -0.271; number 4, S, carries 0.525; number 5, C, carries -0.117

---

ORCA calculation (the ωB97M-V functional and the def2-TZVPD basis) on C18H49Li3N9O10 as an isolated structure.

```
89
Properties=species:S:1:pos:R:3
Li 11.92 3.55 -5.49
Li 13.52 0.81 -5.33
Li 11.63 1.32 -7.91
C 15.51 3.14 -7.43
C 14.15 3.15 -6.82
O 13.77 4.12 -6.19
O 13.38 2.14 -6.78
H 16.20 2.69 -6.73
H 15.79 4.20 -7.48
H 15.45 2.60 -8.38
C 16.80 2.15 -3.23
C 16.63 0.61 -3.49
C 17.04 -0.28 -2.23
O 15.26 0.46 -3.82
H 16.15 2.56 -2.46
H 16.64 2.61 -4.21
H 17.77 2.34 -2.78
H 17.30 0.43 -4.33
H 16.64 -1.28 -2.41
H 16.84 0.12 -1.24
H 18.10 -0.53 -2.22
C 19.24 4.64 -8.58
O 19.97 3.66 -8.78
N 18.11 4.75 -9.07
N 19.51 5.66 -7.93
H 17.92 3.90 -9.57
H 17.64 5.65 -9.09
H 18.80 6.38 -7.96
H 20.31 5.69 -7.32
C 15.17 -1.24 -10.21
O 14.22 -0.98 -10.88
N 15.96 -0.30 -9.80
N 15.46 -2.38 -9.69
H 16.80 -0.54 -9.30
H 15.64 0.58 -10.17
H 14.68 -3.01 -9.78
H 16.20 -2.50 -9.00
C 15.62 7.54 -5.62
O 16.25 8.46 -5.06
N 14.42 7.64 -6.11
N 15.96 6.31 -5.66
H 13.93 6.77 -6.23
H 14.02 8.54 -5.87
H 16.93 6.27 -5.93
H 15.38 5.66 -6.18
C 15.14 3.57 -11.64
O 14.62 2.78 -10.87
N 16.40 3.73 -11.93
N 14.53 4.59 -12.12
H 16.93 2.90 -11.69
H 16.84 4.47 -12.47
H 15.23 5.27 -12.37
H 13.54 4.81 -12.14
C 16.86 -1.04 -6.83
C 18.26 -1.62 -7.01
C 18.10 -3.12 -6.90
C 19.26 -3.88 -7.35
C 19.79 -3.37 -8.74
C 19.92 -1.77 -8.90
N 18.79 -1.12 -8.30
O 18.90 0.27 -8.42
C 21.34 -1.33 -8.24
C 19.97 -1.57 -10.47
C 19.10 -1.31 -5.75
H 16.12 -1.48 -7.50
H 16.76 0.04 -6.96
H 16.64 -1.33 -5.80
H 17.84 -3.56 -5.93
H 17.25 -3.42 -7.49
H 19.00 -4.91 -7.58
H 19.96 -3.89 -6.51
H 19.06 -3.88 -9.36
H 20.70 -3.97 -8.87
H 22.05 -1.46 -9.05
H 21.33 -0.25 -8.04
H 21.60 -1.98 -7.41
H 20.30 -0.57 -10.77
H 20.62 -2.32 -10.93
H 19.03 -1.79 -10.98
H 18.65 -1.49 -4.78
H 19.13 -0.23 -5.67
H 20.10 -1.74 -5.76
H 19.40 0.51 -7.64
O 14.44 4.09 -3.34
H 14.22 4.87 -2.83
H 14.18 4.31 -4.23
O 12.72 1.00 -9.49
H 13.47 1.60 -9.60
H 12.96 0.23 -10.00
```

Values from the calculation:
orbital gap (spin up / spin down) = 4.24 / 5.86 eV
expectation value of S² = 0.7505
spin multiplicity = 2
charge = 0

Atomic partial charges in e from the Löwdin method, atoms 1 to 5: number 1, Li, carries 0.526; number 2, Li, carries 0.595; number 3, Li, carries 0.560; number 4, C, carries 0.036; number 5, C, carries -0.739

---

ORCA calculation (the ωB97M-V functional and the def2-TZVPD basis) on C18H49O7V as an isolated structure.

```
75
Properties=species:S:1:pos:R:3
V -1.57 0.85 -1.03
O -0.42 -0.70 -0.15
H -0.02 -1.36 -0.75
C 1.73 3.68 -1.27
C 0.65 3.10 -2.19
C 1.09 2.82 -3.68
O 0.32 1.87 -1.57
H 2.60 3.06 -1.04
H 1.26 3.97 -0.33
H 2.10 4.59 -1.73
H -0.15 3.84 -2.14
H 1.40 3.77 -4.10
H 0.21 2.44 -4.20
H 1.96 2.16 -3.76
H 1.15 1.39 -1.55
C 4.41 0.30 0.62
C 2.93 0.29 1.02
C 2.46 1.61 1.71
O 2.18 0.19 -0.12
H 4.77 -0.66 0.24
H 5.02 0.72 1.42
H 4.58 1.06 -0.14
H 2.74 -0.56 1.67
H 3.08 1.81 2.58
H 1.45 1.44 2.08
H 2.43 2.48 1.05
H 1.30 -0.13 0.10
C -1.90 4.01 0.73
C -1.34 2.92 1.67
C -1.90 2.95 3.11
O -1.76 1.68 1.07
H -1.38 4.07 -0.22
H -1.87 5.00 1.19
H -2.95 3.78 0.54
H -0.26 2.83 1.71
H -1.31 3.48 3.86
H -1.96 1.92 3.47
H -2.94 3.25 3.02
H -1.34 0.99 1.60
C -2.11 -2.06 -4.00
C -0.89 -1.12 -3.84
C -0.48 -0.75 -5.28
O -1.28 0.04 -3.20
H -2.83 -1.62 -4.70
H -2.66 -2.14 -3.06
H -1.82 -3.04 -4.39
H -0.21 -1.65 -3.17
H -0.38 -1.67 -5.85
H 0.44 -0.18 -5.35
H -1.30 -0.21 -5.76
H -1.79 0.51 -3.85
C 0.26 -5.09 -0.44
C 0.26 -4.27 0.83
C 1.60 -3.55 1.04
O -0.76 -3.30 0.82
H 0.12 -4.53 -1.36
H -0.58 -5.78 -0.42
H 1.13 -5.75 -0.47
H 0.05 -4.95 1.65
H 2.42 -4.28 0.98
H 1.66 -3.13 2.05
H 1.75 -2.74 0.33
H -0.43 -2.51 0.40
C -3.02 -1.10 3.36
C -1.53 -0.93 3.76
C -0.89 -2.27 4.00
O -0.78 -0.37 2.80
H -3.10 -1.46 2.33
H -3.54 -0.15 3.44
H -3.59 -1.67 4.09
H -1.48 -0.27 4.62
H -1.16 -2.99 3.23
H -1.27 -2.71 4.92
H 0.20 -2.26 3.93
H -0.79 -1.00 2.07
```

Values from the calculation:
orbital gap (spin up / spin down) = 8.45 / 3.27 eV
relative energy (zero: lowest compared OMol25 entry of this formula, charge and spin) = 0.0 kJ/mol
expectation value of S² = 6.0087
spin multiplicity = 5
charge = +2

Atomic partial charges in e from the Löwdin method, atoms 1 to 5: number 1, V, carries 1.170; number 2, O, carries -0.373; number 3, H, carries 0.002; number 4, C, carries -0.033; number 5, C, carries -0.419

---

ORCA calculation (the ωB97M-V functional and the def2-TZVPD basis) on a 6-piece molecular cluster, C18H49O8P overall.

```
76
Properties=species:S:1:pos:R:3
C 2.45 -2.85 -2.57
C 2.67 -1.33 -2.41
C 4.16 -0.97 -2.51
C 1.91 -0.57 -3.53
P 1.58 1.22 -3.16
C -0.19 1.45 -2.62
O -0.41 1.51 -1.22
C -0.39 0.24 -0.61
O -1.45 -0.58 -1.02
C -1.15 -1.86 -1.56
C -1.85 -2.02 -2.91
O -2.04 -3.38 -3.26
H 1.61 -3.06 -3.20
H 2.29 -3.31 -1.60
H 3.32 -3.32 -3.00
H 2.33 -1.00 -1.44
H 4.64 -1.64 -3.21
H 4.60 -1.01 -1.52
H 4.26 0.04 -2.88
H 2.56 -0.56 -4.39
H 1.01 -1.09 -3.83
H 2.29 1.40 -1.95
H -0.47 2.42 -2.99
H -0.86 0.74 -3.10
H 0.59 -0.19 -0.78
H -0.51 0.43 0.45
H -1.55 -2.64 -0.91
H -0.09 -2.03 -1.66
H -2.80 -1.52 -2.83
H -1.25 -1.53 -3.68
H -1.17 -3.81 -3.21
C 4.80 -3.79 2.02
C 5.06 -2.93 0.79
O 4.39 -1.68 0.87
H 3.73 -3.96 2.14
H 5.30 -4.76 1.93
H 5.17 -3.29 2.92
H 4.68 -3.42 -0.10
H 6.14 -2.77 0.66
H 4.72 -1.21 1.65
C -2.41 2.74 1.99
C -1.47 2.62 3.18
O -2.13 2.92 4.41
H -2.83 3.75 1.94
H -1.89 2.53 1.05
H -3.25 2.05 2.09
H -0.65 3.32 3.09
H -1.05 1.61 3.23
H -2.86 2.29 4.50
C -4.28 0.65 7.91
C -4.40 1.72 6.84
O -5.10 1.25 5.69
H -3.77 -0.23 7.51
H -3.72 1.01 8.77
H -5.27 0.33 8.26
H -3.41 2.02 6.50
H -4.90 2.61 7.24
H -5.99 0.99 5.97
C -3.37 -1.27 1.86
C -3.85 -2.50 1.11
O -2.86 -3.53 1.09
H -2.47 -0.88 1.39
H -4.13 -0.48 1.85
H -3.14 -1.51 2.90
H -4.07 -2.26 0.08
H -4.77 -2.89 1.57
H -2.66 -3.77 2.00
C 1.76 5.43 -4.41
C 2.69 4.78 -5.42
O 3.34 3.63 -4.88
H 2.31 5.71 -3.51
H 1.28 6.32 -4.83
H 0.97 4.73 -4.11
H 3.48 5.47 -5.70
H 2.14 4.50 -6.32
H 2.65 3.00 -4.63
```

Values from the calculation:
SMILES string = CC(C)CPCOCOCCO.CCO.CCO.CCO.CCO.CCO
orbital gap = 9.20 eV
charge = 0

Atomic partial charges in e from the Löwdin method, atoms 1 to 5: number 1, C, carries -0.072; number 2, C, carries -0.480; number 3, C, carries -0.069; number 4, C, carries -0.384; number 5, P, carries 1.013

---

ORCA calculation (the ωB97M-V functional and the def2-TZVPD basis) on a 5-piece molecular cluster, C18H50O19P4Si overall.

```
92
Properties=species:S:1:pos:R:3
O 0.16 6.78 6.28
C -0.57 6.17 5.56
O -0.53 6.32 4.20
C -1.60 5.16 5.99
C -2.87 5.20 5.14
Si -2.79 4.32 3.45
C -1.26 3.25 3.18
C -0.27 3.77 2.12
C 1.15 3.92 2.62
O 1.75 2.63 2.85
H -0.35 7.25 3.99
H -1.13 4.17 5.99
H -1.81 5.39 7.03
H -3.13 6.25 4.96
H -3.69 4.77 5.71
H -2.87 5.34 2.38
H -3.99 3.46 3.36
H -1.65 2.28 2.85
H -0.72 3.04 4.11
H -0.26 3.08 1.27
H -0.56 4.74 1.72
H 1.17 4.49 3.55
H 1.74 4.47 1.88
H 2.69 2.74 2.66
C -1.21 -2.08 -2.63
O -1.99 -0.93 -2.27
P -1.79 -0.32 -0.83
O -2.06 -1.22 0.29
O -2.68 0.98 -0.91
C -3.99 0.95 -1.50
O -0.33 0.29 -0.84
C 0.54 0.10 0.28
H -1.87 -2.80 -3.12
H -0.43 -1.79 -3.33
H -0.76 -2.55 -1.76
H -4.55 0.07 -1.18
H -3.90 0.94 -2.59
H -4.50 1.85 -1.18
H 1.55 -0.05 -0.10
H 0.25 -0.76 0.88
H 0.53 1.00 0.90
C -6.48 7.70 -3.30
O -6.84 6.98 -2.11
P -5.87 5.83 -1.60
O -5.62 4.75 -2.55
O -6.54 5.44 -0.23
C -7.96 5.29 -0.14
O -4.56 6.59 -1.13
C -3.26 6.12 -1.51
H -7.37 7.77 -3.92
H -6.14 8.69 -3.02
H -5.70 7.18 -3.86
H -8.35 4.71 -0.98
H -8.44 6.27 -0.12
H -8.16 4.76 0.78
H -2.65 7.00 -1.70
H -3.31 5.49 -2.39
H -2.83 5.56 -0.68
C 3.42 -5.54 -6.15
O 3.31 -5.46 -4.73
P 1.88 -5.23 -4.09
O 1.19 -4.01 -4.53
O 2.18 -5.36 -2.56
C 3.34 -4.72 -1.99
O 1.09 -6.57 -4.40
C -0.25 -6.54 -4.92
H 4.26 -4.93 -6.46
H 3.59 -6.58 -6.43
H 2.52 -5.17 -6.64
H 3.44 -3.70 -2.36
H 4.23 -5.30 -2.23
H 3.20 -4.71 -0.91
H -0.33 -7.35 -5.64
H -0.45 -5.59 -5.41
H -0.95 -6.69 -4.11
C 6.35 -8.87 2.51
O 6.88 -8.02 1.48
P 6.45 -6.49 1.48
O 5.01 -6.24 1.37
O 7.36 -5.91 0.33
C 7.52 -6.64 -0.90
O 7.12 -5.88 2.78
C 6.37 -5.04 3.67
H 6.03 -9.79 2.03
H 7.14 -9.08 3.23
H 5.50 -8.41 3.01
H 6.56 -7.01 -1.26
H 8.20 -7.48 -0.75
H 7.93 -5.95 -1.62
H 6.69 -5.28 4.68
H 5.30 -5.21 3.55
H 6.60 -4.00 3.46
```

Values from the calculation:
SMILES string = O=C(O)CC[SiH2]CCCO.COP(=O)(OC)OC.COP(=O)(OC)OC.COP(=O)(OC)OC.COP(=O)(OC)OC
orbital gap = 10.61 eV
charge = 0

Atomic partial charges in e from the Löwdin method, atoms 1 to 5: number 1, O, carries 0.124; number 2, C, carries -0.519; number 3, O, carries 0.053; number 4, C, carries -0.163; number 5, C, carries -0.313

---

Strongest force on any atom readings, ordered: 0.0617 0.0281 0.1742 0.0932 0.0197 0.0128 Eh/bohr
E readings, ordered: -36754.5929 -121308.6199 -53960.6922 -59462.8911 -45126.4364 -103421.8409 eV